Model a:
{"formula": "C4H3ClN2S", "method": "wB97M-V/def2-TZVPD", "species": ["C", "H", "C", "N", "C", "C", "S", "H", "H", "Cl", "N"], "positions_angstrom": [[-1.7787, 0.9437, -0.0929], [0.5719, 0.3067, 1.7723], [-0.5715, 0.1145, -0.2336], [1.6092, 2.4679, -0.5066], [0.6770, 0.2306, 0.6950], [1.2228, 1.5805, 0.3595], [1.8664, -1.0178, -0.1088], [1.9774, -2.1328, 0.9323], [0.0740, 0.0755, -1.1222], [-1.2586, -1.5813, -0.1114], [-2.8075, 1.4894, 0.1758]], "nbo_charge": [0.2408, 0.2790, -0.2938, -0.2482, -0.4141, 0.2264, -0.0132, 0.1930, 0.2801, -0.0122, -0.2379], "charge": 0, "lumo_ev": -0.5, "homo_ev": -10.40}

Model b:
{"formula": "C4H3ClN2S", "method": "wB97M-V/def2-TZVPD", "species": ["C", "C", "H", "C", "H", "N", "H", "S", "Cl", "C", "N"], "positions_angstrom": [[-0.6207, 0.3616, -0.9827], [0.9610, -0.9928, 0.3188], [-1.3577, 2.0719, 0.3523], [2.0400, -1.4040, 1.0586], [-1.1252, 1.2474, -1.3579], [-0.2535, -1.4371, 0.3278], [-2.2301, -1.1455, -0.4186], [1.0459, 0.4651, -0.6858], [-0.1907, 3.2401, -0.0089], [-1.1578, -0.7190, -0.3826], [2.8888, -1.6878, 1.7789]], "nbo_charge": [-0.4687, -0.0714, 0.3321, 0.2178, 0.2619, -0.3733, 0.2387, 0.4916, -0.3394, -0.0609, -0.2284], "charge": 0, "lumo_ev": -1.3, "homo_ev": -10.09}

What should be chosen as the most stable of them? Choose model b.

Model a:
{"formula": "C15H35N5O5", "method": "wB97M-V/def2-TZVPD", "species": ["H", "C", "H", "H", "C", "H", "C", "H", "C", "H", "H", "H", "C", "H", "C", "N", "H", "H", "C", "H", "O", "O", "N", "H", "H", "H", "N", "H", "C", "H", "C", "H", "H", "H", "H", "C", "C", "C", "H", "H", "H", "N", "H", "H", "H", "O", "H", "H", "N", "H", "H", "C", "O", "H", "C", "H", "C", "H", "H", "O"], "positions_angstrom": [[6.4212, 28.5950, 35.1908], [5.2775, 25.5620, 33.2203], [1.8891, 30.6065, 36.9544], [4.8629, 26.5275, 33.0848], [3.3465, 29.1080, 35.3696], [8.0894, 28.7781, 35.4942], [6.6035, 29.2043, 38.3774], [3.5681, 30.4869, 33.2113], [-2.4003, 26.8961, 36.0972], [1.4947, 31.8239, 35.9288], [6.2936, 30.9856, 35.2448], [-2.2638, 26.7043, 37.1922], [6.1417, 34.1202, 32.4787], [-0.6007, 29.7571, 36.2120], [2.2227, 31.2192, 36.1499], [6.6942, 29.5020, 36.9624], [6.5465, 33.2954, 32.6144], [2.9570, 25.4589, 34.7002], [3.1809, 24.5634, 34.1239], [-2.5018, 25.9462, 35.6484], [3.6179, 28.2948, 34.3945], [-2.2651, 29.4446, 37.2906], [4.2667, 24.5112, 33.3686], [3.4670, 33.6471, 33.8183], [-3.3217, 27.2641, 35.9091], [-0.3406, 26.2731, 34.4808], [2.7707, 30.2440, 35.0640], [-0.6540, 28.1324, 33.6893], [4.3324, 23.3682, 32.4875], [7.3210, 27.4753, 36.4656], [4.4332, 35.8045, 32.4734], [7.0247, 28.2494, 38.5630], [5.0501, 23.5637, 31.6498], [4.4216, 35.7199, 31.4628], [3.6009, 28.8757, 36.3726], [4.4712, 33.9303, 34.1992], [-1.4170, 29.0098, 36.3556], [6.3805, 30.6961, 36.5150], [2.0090, 30.1679, 33.2368], [0.5145, 28.0943, 34.6367], [2.0278, 31.6705, 33.5117], [5.0682, 34.6208, 33.0445], [3.4214, 35.9018, 32.6427], [5.5875, 29.3326, 38.6783], [5.0780, 32.8546, 34.0883], [6.0531, 31.7037, 37.2875], [3.3834, 23.4089, 31.7907], [5.5911, 25.5212, 34.2064], [-1.3580, 27.8278, 35.7455], [3.0874, 31.6780, 36.7626], [6.9341, 30.2818, 38.9064], [7.1934, 28.4707, 35.9970], [6.7219, 34.7029, 31.4704], [4.9999, 36.6494, 33.0625], [2.6309, 30.7162, 33.6855], [6.0329, 25.4760, 32.5333], [-0.4109, 27.5910, 34.6720], [4.3650, 34.4352, 35.1906], [4.6471, 22.4586, 32.9947], [2.3438, 23.6816, 34.2846]], "nbo_charge": [0.2291, -0.4144, 0.2090, 0.2263, 0.4899, 0.2076, -0.4385, 0.2291, -0.4147, 0.2030, 0.1285, 0.2188, 0.4834, 0.1295, -0.4163, -0.4306, 0.1380, 0.1297, 0.5094, 0.2200, -0.7058, -0.6602, -0.4318, 0.1878, 0.2111, 0.2345, -0.3903, 0.1938, -0.4227, 0.2211, -0.4053, 0.2160, 0.1967, 0.2300, 0.1525, -0.4025, 0.4963, 0.5114, 0.1942, 0.2233, 0.2158, -0.4027, 0.1980, 0.2111, 0.2017, -0.6870, 0.2163, 0.2041, -0.4308, 0.2301, 0.2512, -0.4201, -0.6669, 0.2117, -0.4105, 0.2105, -0.4225, 0.2264, 0.2167, -0.6401], "charge": 0, "lumo_ev": 0.2, "homo_ev": -9.22}

Model b:
{"formula": "C15H35N5O5", "method": "wB97M-V/def2-TZVPD", "species": ["H", "N", "H", "H", "C", "O", "H", "C", "H", "H", "H", "H", "C", "O", "O", "H", "C", "H", "H", "H", "H", "C", "H", "H", "H", "C", "H", "C", "N", "N", "H", "H", "H", "H", "H", "N", "C", "C", "H", "H", "C", "H", "H", "C", "H", "H", "H", "H", "H", "C", "O", "O", "H", "H", "C", "N", "C", "H", "C", "H"], "positions_angstrom": [[-2.0203, -1.8244, 6.8676], [2.1375, -1.2100, -0.4279], [-1.9472, -1.8424, 4.6581], [2.2773, 4.7784, 0.7450], [0.7986, 6.3427, 1.0980], [-0.1727, 6.9418, 0.6769], [4.1302, -0.6263, -2.2622], [1.2418, -0.7821, -1.5059], [5.2952, -0.0683, -1.1347], [3.8419, 0.9078, -1.3574], [-2.4887, -0.0877, 6.8303], [-2.7162, -5.6234, 1.9798], [1.0576, 7.7433, 3.1144], [4.4884, 0.8712, -6.6215], [-3.9980, 0.5306, 4.4976], [1.9011, 5.8518, 2.5618], [2.9901, 2.4679, -5.6116], [0.6327, 4.3148, 0.2849], [0.5411, -1.6149, -1.5655], [3.2895, -1.5141, -6.7133], [3.1856, 3.1569, -6.4332], [2.2813, -1.0998, -6.7175], [0.6242, 7.3587, 4.0376], [3.6046, 2.7644, -4.7615], [-1.6071, -5.8612, 0.1747], [-3.1896, -0.7120, 2.6475], [-2.3727, -5.1741, -1.2632], [-4.8089, -5.3538, 2.4799], [2.3273, 0.2337, -6.2018], [-2.5238, -1.0971, 5.0216], [1.6874, -1.6334, 0.3710], [-4.2158, -0.6683, 2.2829], [-2.4739, -6.8686, -1.0603], [-4.6398, -4.5858, 3.2347], [-2.6795, 0.0353, 2.0397], [-3.6656, -5.5889, 1.6370], [-2.6970, -1.0841, 6.4407], [1.3173, 5.1560, 0.3931], [1.8579, -0.6766, -2.3989], [1.9716, -1.1072, -7.7625], [-2.4661, -5.9386, -0.4919], [-3.6787, -1.4675, 6.7188], [-5.6689, -4.9196, 1.9701], [-3.2395, -0.3768, 4.1406], [1.6291, -1.7098, -6.0925], [-5.0732, -6.2886, 2.9743], [0.7416, 0.1717, -1.3378], [1.4917, 0.5228, -5.7135], [-2.8321, -1.7049, 2.3747], [3.4413, -0.9359, -0.2891], [-4.8366, -5.5603, -0.3114], [4.0379, -1.4704, 0.6474], [1.9451, 2.6455, -5.3578], [1.5937, 5.5412, -0.5884], [4.2194, -0.1134, -1.3046], [1.4145, 6.6616, 2.2048], [-3.7738, -5.7172, 0.3039], [1.9607, 8.2794, 3.4058], [3.3593, 1.0917, -6.1827], [0.4714, 8.5383, 2.6533]], "nbo_charge": [0.2011, -0.6086, 0.3870, 0.2042, 0.6523, -0.6355, 0.2261, -0.4129, 0.2520, 0.2228, 0.2173, 0.3938, -0.4235, -0.6290, -0.6305, 0.3867, -0.7130, 0.2376, 0.2078, 0.2260, 0.2418, -0.4192, 0.2000, 0.2350, 0.1950, -0.7136, 0.2375, -0.4265, -0.6048, -0.6048, 0.4010, 0.2484, 0.2426, 0.1993, 0.2378, -0.6129, -0.4093, -0.7109, 0.2046, 0.1990, -0.7018, 0.2011, 0.2441, 0.6628, 0.2011, 0.1993, 0.1906, 0.3879, 0.2027, 0.6638, -0.6388, -0.6339, 0.2042, 0.2433, -0.7135, -0.5925, 0.6685, 0.1976, 0.6710, 0.2408], "charge": 0, "lumo_ev": -0.2, "homo_ev": -9.59}

What should be chosen as the most stable of them? Choose model b.

Model a:
{"formula": "C4H10N", "method": "wB97M-V/def2-TZVPD", "species": ["H", "H", "H", "H", "H", "H", "C", "H", "C", "C", "H", "H", "H", "N", "C"], "positions_angstrom": [[2.2979, -0.9760, -0.3734], [0.5546, 0.5537, 1.5607], [-1.9065, 1.1680, -0.7480], [2.1459, 0.9213, -0.3559], [-2.4049, -1.2947, -0.6394], [-0.1603, 1.7122, -0.5904], [-1.0026, 1.1510, -0.1003], [-1.3407, 1.5823, 0.7379], [0.6241, -0.1944, 0.7948], [-1.4351, -1.3003, -0.1363], [0.6742, -0.9878, 1.4780], [1.0261, -0.1980, -1.3727], [-0.9941, -2.1944, 0.2520], [-0.7111, -0.2381, 0.2670], [1.5706, -0.0937, -0.4575]], "nbo_charge": [0.2610, 0.2389, 0.2300, 0.2553, 0.2530, 0.2594, -0.4329, 0.2322, -0.2481, 0.1057, 0.2287, 0.2280, 0.2205, -0.1958, -0.6359], "charge": 1, "lumo_ev": -5.4, "homo_ev": -16.71}

Model b:
{"formula": "C4H10N", "method": "wB97M-V/def2-TZVPD", "species": ["H", "H", "H", "H", "C", "H", "H", "C", "H", "H", "C", "H", "C", "N", "H"], "positions_angstrom": [[2.0910, -1.6853, -0.8670], [-2.6050, -0.3994, 0.7390], [1.9964, 1.3592, 1.5324], [-2.4301, 1.2587, -1.6373], [2.0038, -0.6245, -0.6283], [-1.0564, 1.1035, -0.6576], [-3.4893, -0.6267, -0.8827], [1.1958, 0.6261, 1.4950], [1.0225, -1.4338, 1.2158], [0.2609, 0.6704, 2.0416], [1.3652, -0.5020, 0.7507], [3.0202, -0.2187, -0.6117], [-2.7117, -0.1263, -0.3057], [-1.9626, 0.7106, -0.9129], [1.2994, -0.1118, -1.2713]], "nbo_charge": [0.2298, 0.2428, 0.2228, 0.4462, -0.6602, 0.4640, 0.2371, -0.4567, 0.1998, 0.1944, -0.1651, 0.2425, 0.1908, -0.5905, 0.2023], "charge": 1, "lumo_ev": -6.3, "homo_ev": -12.24}

What should be chosen as the most stable of them? Choose model a.